This record from OMol25 describes a molecular structure, C23H33ClN2O8ReSSbSe at a distorted geometry. The level of theory is ωB97M-V/def2-TZVPD.

- charge = -1
- <S²> = 0.78
- highest occupied orbital energy (alpha / beta) (Eh) = -0.1538 / -0.1666
- HOMO-LUMO gap (alpha / beta) (eV) = 6.11 / 6.70
- 2S+1 = 2

Last column: Mulliken spin population.
Element x y z (Å)
Re  -0.5962  -0.3111  0.6564  0.85
O  0.3047  -0.6209  6.4928  0.00
C  -1.0019  -0.6977  6.2742  0.00
O  -1.7879  -0.8667  7.1707  0.00
C  -1.4538  -0.6306  4.8501  0.00
C  -2.7730  -0.6637  4.4253  0.00
Cl  -4.2142  -0.6599  5.3182  0.00
N  -2.7989  -0.6542  3.0847  -0.01
N  -1.5433  -0.6070  2.6026  0.00
C  -0.7347  -0.5799  3.6495  0.03
C  0.7147  -0.3948  3.3306  0.00
O  1.5546  -0.3836  4.2214  0.02
O  0.9792  -0.2051  2.0745  -0.06
C  -3.9281  -0.6736  2.1937  0.01
C  -4.7533  -1.7829  2.1547  0.00
C  -5.8224  -1.7852  1.2723  0.00
C  -6.0443  -0.6877  0.4452  0.00
C  -5.2031  0.4159  0.5099  0.00
C  -4.1359  0.4353  1.3980  -0.01
H  0.8194  -0.5638  5.6433  0.00
H  -4.5513  -2.6355  2.7930  0.00
H  -6.4752  -2.6478  1.2239  0.00
H  -6.8775  -0.6926  -0.2474  0.00
H  -5.3772  1.2765  -0.1239  0.00
H  -3.4843  1.2925  1.5031  0.00
C  4.2942  0.7686  -1.8579  0.00
C  3.2524  0.5971  -0.7465  0.00
C  3.1407  1.9500  -0.0437  0.00
C  3.7392  -0.4612  0.2465  0.00
Sb  1.1972  0.0514  -1.3084  0.03
C  0.4673  1.5643  -2.7049  -0.01
C  0.1876  2.8119  -1.8638  -0.01
C  1.4277  1.9167  -3.8380  0.00
C  -0.8523  1.0590  -3.2865  0.00
C  1.5332  -1.8407  -2.3891  -0.01
C  1.5855  -2.9559  -1.3392  0.02
C  2.8322  -1.8795  -3.1911  0.00
C  0.3800  -2.1158  -3.3517  0.00
H  5.1566  1.3009  -1.4309  0.00
H  3.9439  1.3541  -2.7005  0.00
H  4.6722  -0.1759  -2.2335  0.00
H  4.0004  2.0456  0.6355  0.00
H  1.8608  1.5898  1.4176  0.00
H  3.2168  2.7537  -0.7791  0.00
H  4.7248  -0.1602  0.6257  0.00
H  3.8608  -1.4384  -0.2212  0.00
H  3.0667  -0.5742  1.0995  0.00
H  1.0829  3.2267  -1.3976  0.00
H  -0.5181  2.6337  -1.0531  0.00
H  -0.2368  3.5755  -2.5326  0.00
H  2.2976  2.4625  -3.4744  0.00
H  0.9095  2.5810  -4.5451  0.00
H  1.7715  1.0445  -4.4037  0.00
H  -1.5110  0.6323  -2.5268  -0.01
H  -0.7102  0.3209  -4.0724  0.00
H  -1.3762  1.9175  -3.7288  0.00
H  2.3846  -2.8120  -0.6106  0.00
H  1.7760  -3.9079  -1.8557  0.00
H  0.6502  -3.0530  -0.7941  -0.01
H  3.7095  -1.9216  -2.5476  0.00
H  2.9445  -1.0356  -3.8773  0.00
H  2.8367  -2.7977  -3.7961  0.00
H  -0.6034  -1.9857  -2.8990  0.00
H  0.4550  -3.1614  -3.6826  0.00
H  0.4416  -1.4885  -4.2427  0.00
S  -1.7297  -1.7934  -0.4303  0.05
O  -2.2863  2.2846  3.1183  0.01
Se  -0.8238  2.6431  2.4385  0.03
O  -0.8821  4.1149  1.7274  0.01
O  -1.0165  1.5153  0.8867  0.03
O  1.9304  2.1668  0.6442  0.00

This record from OMol25 describes a molecular structure, C23H33DyFN6O3 at a distorted geometry. The level of theory is ωB97M-V/def2-TZVPD.

- charge = +3
- energy above the lowest of the compared OMol25 structures with the same formula, charge and spin (kcal/mol) = 0.0
- <S²> = 9.34
- highest occupied orbital energy (alpha / beta) (Eh) = -0.5936 / -0.5936
- HOMO-LUMO gap (alpha / beta) (eV) = 8.44 / 8.46
- 2S+1 = 6

Last column: Mulliken spin population.
Element x y z (Å)
Dy  0.2810  0.1451  -0.0183  4.97
C  -2.2475  -6.1208  3.6740  0.00
C  -3.0726  -4.8574  3.5468  0.00
N  -2.5895  -3.9966  2.4247  0.00
C  -1.7698  -2.9881  2.7175  0.01
C  -1.2449  -2.1764  1.7494  0.01
C  -0.3187  -1.0261  1.9130  -0.04
O  0.8949  -1.1916  1.5985  0.01
O  -0.7878  0.1566  1.8713  0.01
C  -1.5562  -2.3678  0.3990  0.01
O  -1.0615  -1.5699  -0.5061  0.01
C  -2.4259  -3.4537  0.0707  0.00
C  -2.7883  -3.7351  -1.2596  0.00
C  -3.6166  -4.7741  -1.5268  0.00
F  -3.9020  -5.0724  -2.8003  0.00
C  -4.1679  -5.5905  -0.5101  0.00
C  -3.8039  -5.3229  0.7894  0.00
C  -2.9308  -4.2661  1.1002  0.00
N  -5.0700  -6.6483  -0.7661  0.00
C  -4.6488  -7.9937  -0.3854  0.00
C  -5.8524  -8.8645  -0.0917  0.00
N  -6.7623  -8.8756  -1.3017  0.00
C  -7.1534  -7.4683  -1.7052  0.00
C  -5.9013  -6.6564  -1.9655  0.00
H  -2.6268  -6.7249  4.4981  0.00
H  -1.2033  -5.8846  3.8819  0.00
H  -2.2790  -6.7227  2.7643  0.00
H  -3.0130  -4.2408  4.4397  0.00
H  -4.1300  -5.0478  3.3864  0.00
H  -1.5531  -2.8530  3.7697  0.00
H  -2.3907  -3.1463  -2.0755  0.00
H  -4.2429  -5.9173  1.5758  0.00
H  -4.0384  -7.9693  0.5145  0.00
H  -4.0341  -8.4545  -1.1728  0.00
H  -6.4511  -8.4641  0.7237  0.00
H  -5.5803  -9.8957  0.1191  0.00
H  -7.5941  -9.4391  -1.1162  0.00
H  -6.2846  -9.3327  -2.0830  0.00
H  -7.7312  -7.0705  -0.8738  0.00
H  -7.7833  -7.5536  -2.5871  0.00
H  -6.2215  -5.6492  -2.2176  0.00
H  -5.3710  -7.0557  -2.8389  0.00
C  -2.7133  3.2137  -3.3233  0.00
C  -2.7253  3.8307  -1.9343  0.00
N  -1.3835  4.1491  -1.4063  0.00
C  -0.9821  5.5788  -1.4508  0.00
C  -0.5578  6.0363  -2.8326  0.00
C  -0.5903  3.1957  -0.9640  0.00
C  0.7745  3.5658  -0.4606  0.00
N  -0.9239  1.9070  -0.9185  0.02
H  -3.7385  3.0522  -3.6558  0.00
H  -2.1970  2.2529  -3.3580  0.00
H  -2.2284  3.8760  -4.0391  0.00
H  -3.2404  3.2003  -1.2060  0.00
H  -3.2710  4.7716  -1.9426  0.00
H  -0.2016  5.7463  -0.7164  0.00
H  -1.8489  6.1377  -1.1001  0.00
H  0.2558  5.4239  -3.2275  0.00
H  -0.2118  7.0684  -2.7839  0.00
H  -1.3853  6.0022  -3.5415  0.00
H  1.3690  4.0699  -1.2212  0.00
H  1.3246  2.6773  -0.1643  0.01
H  0.7219  4.2079  0.4175  0.00
H  -1.8689  1.7318  -1.2429  0.00
N  3.8567  -0.0710  -1.0616  0.00
C  2.7481  0.0070  -0.7787  0.00
H  4.8299  -0.1390  -1.3140  0.00

This record from OMol25 describes a molecular structure, C23H33IrN2O2P2 at a distorted geometry. The level of theory is ωB97M-V/def2-TZVPD.

- charge = +3
- <S²> = 8.79
- highest occupied orbital energy (alpha / beta) (Eh) = -0.5241 / -0.6446
- HOMO-LUMO gap (alpha / beta) (eV) = 4.98 / 4.81
- 2S+1 = 6

Last column: Mulliken spin population.
Element x y z (Å)
Ir  0.4227  -0.1661  -0.0488  1.63
P  -0.7404  0.8690  -1.6917  0.11
C  -0.7217  -0.4587  -2.9461  0.08
C  0.6725  -0.9945  -3.0302  0.37
N  1.3291  -1.0703  -1.8573  0.20
C  2.4802  -1.7588  -1.7522  0.49
C  3.1083  -2.2284  -2.9091  0.15
C  2.5106  -2.0271  -4.1533  0.36
C  1.2564  -1.4389  -4.2136  0.12
C  2.9715  -2.0706  -0.3613  0.03
P  1.4845  -1.9363  0.7477  0.08
H  0.6711  -1.3301  -5.1272  -0.01
H  4.0300  -2.8028  -2.8062  -0.01
H  2.9950  -2.3609  -5.0646  0.03
H  3.3754  -3.0918  -0.3221  0.01
H  3.7404  -1.3663  -0.0215  0.04
H  -1.4126  -1.2899  -2.5541  0.08
H  -1.0812  -0.1086  -3.9109  0.01
H  -2.3497  -2.5586  -0.7960  -0.01
O  -2.3740  -2.3249  -1.7929  0.01
H  -3.1952  -2.6232  -2.2026  0.00
H  -1.4521  -2.0784  1.0455  0.00
O  -2.0159  -2.7981  0.6718  0.01
H  -2.5813  -3.1159  1.3946  0.00
C  0.8504  -3.6361  0.5535  0.00
H  1.6944  -4.3356  0.5231  0.00
H  0.2052  -3.9035  1.4009  0.00
H  0.2910  -3.7320  -0.3886  0.00
C  2.0724  -1.7621  2.4428  0.06
H  1.1899  -1.5889  3.0723  0.00
H  2.6107  -2.6568  2.7826  0.02
H  2.7283  -0.8846  2.5068  0.00
C  0.1440  2.2743  -2.4245  0.04
H  -0.3473  2.5677  -3.3621  0.01
H  0.1190  3.1083  -1.7105  0.00
H  1.1880  1.9928  -2.6215  -0.01
C  -2.4692  1.4001  -1.5853  0.02
H  -2.5489  2.1255  -0.7641  0.00
H  -2.7753  1.8596  -2.5368  0.01
H  -3.1258  0.5436  -1.3879  0.00
C  -3.5831  0.1782  3.5728  0.12
C  -3.4753  -0.2762  2.2572  -0.01
C  -2.3713  0.0908  1.4837  0.14
C  -1.3557  0.9007  2.0374  -0.08
C  -1.4897  1.3660  3.3665  0.12
C  -2.6041  1.0109  4.1225  -0.03
N  -0.2065  1.1520  1.2856  0.27
C  0.5085  2.3476  1.3620  0.15
C  -0.0573  3.5374  1.8867  0.13
C  0.6675  4.7236  1.8057  -0.02
C  1.9281  4.7392  1.2003  0.19
C  2.4822  3.5732  0.6642  -0.02
C  1.7774  2.3664  0.7463  0.16
H  -4.4516  -0.1113  4.1626  0.00
H  -4.2680  -0.8869  1.8294  0.00
H  -2.2853  -0.2221  0.4336  -0.02
H  -0.7132  2.0106  3.7739  0.00
H  -2.7094  1.3907  5.1313  0.00
H  -1.0541  3.5289  2.3177  0.00
H  0.2416  5.6493  2.1833  0.00
H  2.4840  5.6763  1.1182  0.00
H  3.4504  3.5958  0.1656  0.00
H  2.1347  1.4172  0.2949  -0.03